{"formula": "CFIO", "method": "wB97M-V/def2-TZVPD", "fmax_ev_per_a": 2.6, "multiplicity": 1, "homo_ev": -10.69, "de_lowest_kcal_mol": 32.9, "mol_weight_g_mol": 173.91, "lumo_ev": -2.2775, "elements": ["C", "O", "F", "I"], "xyz": [[1.070092, 0.199110, 1.272615], [1.882024, 0.482461, 0.542994], [-1.113930, -0.231999, 0.043931], [-1.838186, -0.449572, -1.859540]], "forces_ev_per_angstrom": [[0.4, 0.1, 0.1], [-0.2, -0.1, 0.1], [-1.0, -0.3, -2.4], [0.8, 0.3, 2.2]]}